ORCA calculation (the ωB97M-V functional and the def2-TZVPD basis) on a 2-piece molecular cluster, C3H13N3 overall.

Calculated values
SMILES string: CCN.NCN
F_max (eV/A): 2.83
Charge: 0
Lowest unoccupied orbital energy (eV): 0.99
Highest occupied orbital energy (eV): -8.76

Positions of all 19 atoms, in Å:
1 N -1.756 4.237 1.469
2 N -1.962 1.885 2.125
3 N 2.247 -4.157 -2.211
4 C 2.054 -2.734 -1.821
5 C 0.632 -2.460 -1.320
6 C -1.813 3.301 2.626
7 H 0.771 -1.591 -0.685
8 H -0.084 -2.271 -2.112
9 H 1.553 -4.288 -2.946
10 H 3.164 -4.254 -2.623
11 H -0.781 3.356 2.980
12 H 0.209 -3.281 -0.748
13 H -0.990 1.728 1.898
14 H -2.575 2.005 1.339
15 H 2.848 -2.458 -1.120
16 H -0.809 4.370 1.189
17 H -2.461 4.903 1.199
18 H 2.252 -1.990 -2.611
19 H -2.497 3.700 3.372